{
  "formula": "C4H24BO20",
  "method": "ωB97M-V/def2-TZVPD",
  "homo_lumo_gap_ev": 8.79,
  "charge": -1,
  "relative_energy_ev": 1.611,
  "e_homo_ev": -7.32,
  "symbols": ["O", "C", "O", "B", "O", "C", "O", "O", "C", "O", "C", "O", "O", "O", "H", "H", "O", "H", "H", "O", "H", "H", "O", "H", "H", "O", "H", "H", "O", "H", "H", "O", "H", "H", "O", "H", "H", "O", "H", "H", "O", "H", "H", "O", "H", "H", "O", "H", "H"],
  "coordinates": [[-0.13321, 2.85915, -2.97945], [-0.03318, 1.92019, -2.22117], [0.01718, 1.89575, -0.93619], [0.16558, 0.54057, -0.39945], [0.21278, -0.32638, -1.60924], [0.04961, 0.40993, -2.65220], [0.11446, -0.02233, -3.84635], [-1.04714, 0.17228, 0.40297], [-0.69112, -0.11239, 1.66766], [-1.40666, -0.42472, 2.68692], [0.82008, 0.03716, 1.74958], [1.26504, 0.36498, 0.53955], [1.48608, -0.09415, 2.79018], [-1.47660, 0.45250, -5.92888], [-0.92576, 0.25803, -5.17060], [-1.11321, 1.26185, -6.28823], [4.13680, 0.44874, -1.33555], [3.94206, 1.32358, -0.99946], [3.92414, -0.13952, -0.61100], [-3.19806, 2.49220, 1.26431], [-3.27445, 2.34349, 2.20680], [-3.14955, 1.61428, 0.88597], [-4.10359, -1.37102, 4.12661], [-3.97360, -1.24840, 3.18624], [-4.07518, -2.31967, 4.25112], [2.38635, -1.23920, 5.76654], [3.26519, -0.97547, 5.49391], [1.93499, -1.45087, 4.94941], [1.66081, -2.58228, -2.91395], [1.29566, -2.11463, -3.66508], [1.03267, -2.42994, -2.20793], [-0.51321, 2.96124, -5.71343], [-0.63298, 3.18286, -4.78998], [0.17468, 3.55444, -6.01535], [1.77391, -0.39358, -6.64925], [2.24585, -0.63004, -5.85075], [1.94414, 0.54176, -6.76056], [0.66290, -3.04430, 0.05191], [1.07575, -3.25315, 0.88987], [1.11379, -2.25487, -0.24762], [1.23381, -2.89203, 2.78038], [1.45066, -1.96180, 2.71823], [0.51006, -2.92849, 3.40574], [-1.64326, -0.56284, 5.50918], [-1.21798, -0.95588, 4.74702], [-2.55971, -0.46726, 5.24992], [-1.38643, 2.69459, 3.86337], [-1.20472, 1.83823, 4.25050], [-2.13541, 3.02743, 4.35780]]
}

=====

{
  "formula": "C4H24BO20",
  "method": "ωB97M-V/def2-TZVPD",
  "homo_lumo_gap_ev": 9.95,
  "charge": -1,
  "relative_energy_ev": 6.271,
  "e_homo_ev": -8.44,
  "symbols": ["O", "C", "O", "B", "O", "C", "O", "O", "C", "O", "C", "O", "O", "O", "H", "H", "O", "H", "H", "O", "H", "H", "O", "H", "H", "O", "H", "H", "O", "H", "H", "O", "H", "H", "O", "H", "H", "O", "H", "H", "O", "H", "H", "O", "H", "H", "O", "H", "H"],
  "coordinates": [[3.28873, 0.23365, -1.59941], [2.23973, -0.05435, -1.03241], [1.31173, 0.79865, -0.88041], [0.39973, 0.29265, 0.22159], [1.04973, -0.98235, 0.51459], [2.04573, -1.16235, -0.20941], [2.60573, -2.27835, -0.23541], [-0.99727, 0.11265, -0.24741], [-1.68727, 0.70965, 0.47459], [-2.91827, 0.78765, 0.45559], [-0.95927, 1.38465, 1.48759], [0.27473, 1.23665, 1.26359], [-1.26227, 2.12765, 2.40059], [5.96673, -0.17535, -1.07441], [6.46373, 0.74765, -1.26941], [5.16773, 0.32765, -1.33541], [-1.92227, -1.77235, 1.87159], [-2.19627, -1.88535, 0.97359], [-1.30427, -2.55735, 1.97059], [-0.44127, 2.60665, 5.11559], [-0.21927, 3.50265, 4.96859], [-0.69427, 2.38265, 4.28059], [0.12473, -3.38035, 2.35159], [0.26573, -3.53835, 3.20759], [0.99673, -2.99535, 2.13959], [-5.14627, -1.31635, 1.94359], [-5.46027, -1.07035, 2.80059], [-4.46427, -0.87835, 1.41959], [-3.38627, 3.13265, -2.05041], [-3.90927, 2.58165, -1.62941], [-2.52427, 3.30965, -1.76141], [1.09173, 2.94565, -2.37941], [1.48973, 2.25965, -1.91941], [2.00273, 3.15665, -2.86741], [3.18273, -5.10335, 0.32259], [3.75773, -5.50435, -0.33741], [3.25573, -4.18635, -0.03641], [1.59073, -3.68935, -2.86841], [2.44173, -3.23035, -2.92941], [1.55173, -4.22535, -2.18241], [-3.84127, -0.69435, -1.93441], [-3.43627, -0.21835, -2.78341], [-3.63827, -0.37035, -1.13541], [-0.20727, 1.18465, -3.91241], [0.09473, 0.27565, -3.77341], [0.36073, 1.68965, -3.33841], [-0.81327, 4.95465, 1.89759], [-0.68727, 4.20365, 2.58859], [-0.90527, 4.32365, 1.05259]]
}

=====

{
  "formula": "C4H24BO20",
  "method": "ωB97M-V/def2-TZVPD",
  "homo_lumo_gap_ev": 10.71,
  "charge": -1,
  "relative_energy_ev": 1.055,
  "e_homo_ev": -8.63,
  "symbols": ["O", "C", "O", "B", "O", "C", "O", "O", "C", "O", "C", "O", "O", "O", "H", "H", "O", "H", "H", "O", "H", "H", "O", "H", "H", "O", "H", "H", "O", "H", "H", "O", "H", "H", "O", "H", "H", "O", "H", "H", "O", "H", "H", "O", "H", "H", "O", "H", "H"],
  "coordinates": [[2.84679, 0.63197, -2.17684], [2.06500, 0.47783, -1.27877], [1.23467, -0.54368, -1.19039], [0.28936, -0.29778, -0.11002], [0.62935, 1.02052, 0.43719], [1.76201, 1.42921, -0.10049], [2.41122, 2.37881, 0.21711], [0.29499, -1.36941, 0.90948], [-0.93968, -1.70371, 1.20112], [-1.28309, -2.51133, 2.01987], [-1.87575, -1.03082, 0.17032], [-1.12917, -0.26297, -0.58677], [-3.06587, -1.16637, 0.13336], [1.85036, 1.09400, -4.77559], [1.24136, 1.62352, -4.25207], [2.55509, 0.86265, -4.15120], [1.53592, 4.91548, -1.38401], [1.61507, 5.83148, -1.66617], [2.36678, 4.71178, -0.94319], [-5.49984, -0.01100, -0.56789], [-4.88248, -0.23187, 0.13950], [-5.15003, -0.48496, -1.32695], [5.52051, -0.67149, -1.99558], [4.60183, -0.39736, -1.87178], [5.79070, -0.22822, -2.80420], [3.46349, 4.16001, 2.62582], [3.87255, 4.97420, 2.31750], [3.07145, 3.77198, 1.83351], [-4.81587, -3.76835, 0.34465], [-5.33266, -3.66816, 1.14952], [-4.41736, -2.89805, 0.21455], [6.09165, 2.84038, 0.42130], [5.22200, 3.03654, 0.05728], [5.95772, 2.85264, 1.37499], [-2.36198, 2.43854, -0.46754], [-1.73915, 1.70964, -0.59925], [-3.03496, 2.08188, 0.11961], [-1.51439, -5.11603, 0.99526], [-2.27599, -5.68000, 1.15686], [-1.57169, -4.41779, 1.66382], [-3.71009, -0.81666, 3.58750], [-3.58573, -0.40645, 4.44890], [-2.96540, -0.51332, 3.05999], [-1.20677, -3.49059, 4.83048], [-1.14016, -4.40897, 4.55456], [-1.41576, -3.01182, 4.01589], [-0.47999, -1.63083, -3.84483], [-1.20844, -1.02204, -3.99849], [0.31243, -1.08304, -3.90792]]
}

=====

{
  "formula": "C4H24NO6S",
  "method": "ωB97M-V/def2-TZVPD",
  "homo_lumo_gap_ev": 8.71,
  "charge": 1,
  "e_homo_ev": -11.37,
  "symbols": ["C", "C", "C", "C", "S", "N", "H", "H", "H", "H", "H", "H", "H", "H", "H", "H", "H", "H", "H", "H", "O", "H", "H", "O", "H", "H", "O", "H", "H", "O", "H", "H", "O", "H", "H", "O"],
  "coordinates": [[2.42718, 0.25009, -0.42605], [0.96003, 0.62659, -0.50329], [0.13071, -0.47884, -1.14519], [-1.26503, -0.04386, -1.57281], [-1.36603, 0.74242, -3.21428], [0.45976, 0.86819, 0.89243], [2.58309, -0.68186, 0.12366], [3.02084, 1.00876, 0.09051], [2.82880, 0.13386, -1.42944], [0.84057, 1.55457, -1.06064], [0.68006, -0.86407, -2.00546], [0.06644, -1.32970, -0.45650], [-1.72501, 0.63338, -0.84963], [-1.92268, -0.90763, -1.66043], [-0.30489, 1.55715, -3.10727], [0.72952, 0.12312, 1.56344], [-0.56550, 0.87134, 0.93479], [0.76820, 1.79219, 1.19000], [2.58097, 1.95355, -3.85715], [1.88480, 0.65894, -4.25172], [2.01185, 1.25943, -3.50960], [-2.08700, -0.11269, 1.41711], [-2.66958, 1.28684, 1.71890], [-1.99214, 0.84006, 1.21912], [-0.87416, 4.25168, 1.14600], [-1.76215, 2.96647, 1.12720], [-0.85311, 3.28749, 1.07461], [-2.58879, -2.25561, 2.47408], [-1.55535, -2.53916, 1.36385], [-1.89511, -1.82931, 1.95676], [-0.16657, -4.26696, 0.06870], [0.59181, -3.57667, 1.22654], [-0.27375, -3.63708, 0.80035], [-0.28280, -1.49643, 2.53890], [0.91273, -1.33962, 3.52606], [0.67229, -1.30665, 2.59644]]
}

=====

{
  "formula": "C4H24O8",
  "method": "ωB97M-V/def2-TZVPD",
  "homo_lumo_gap_ev": [11.77, 4.19],
  "charge": 1,
  "relative_energy_ev": 0.000,
  "spin_multiplicity": 2,
  "e_homo_ev": [-14.64, -14.54],
  "symbols": ["C", "O", "C", "C", "C", "H", "H", "H", "H", "H", "H", "H", "H", "H", "H", "H", "H", "O", "H", "H", "O", "H", "H", "O", "H", "H", "O", "H", "H", "O", "H", "H", "O", "H", "H", "O"],
  "coordinates": [[-1.69406, -1.01134, -0.07926], [-2.23168, -0.37456, -1.22967], [-0.27167, -0.49453, 0.02681], [0.75783, -1.59492, 0.21463], [2.16879, -1.00788, 0.39253], [-2.30581, -0.77153, 0.73009], [-1.77055, -2.15329, -0.19608], [-3.11233, -0.69726, -1.48625], [-0.17496, 0.22572, 0.89070], [-0.01267, 0.14092, -0.87430], [0.75990, -2.30338, -0.70646], [0.53395, -2.20892, 1.08974], [2.44069, -0.38265, -0.44359], [2.92327, -1.71984, 0.43141], [2.20616, -0.33290, 1.29587], [-1.68722, -1.91368, 3.41965], [-0.82852, -0.90305, 2.78880], [-1.34797, -1.65907, 2.59488], [-1.17228, -0.77449, -2.50007], [-0.37202, -1.96453, -3.09526], [-0.51495, -1.06706, -3.21324], [-0.38758, 2.44143, 1.08833], [1.09440, 2.22570, 0.87053], [0.47126, 2.31535, 1.55861], [0.62448, 2.79789, -1.12975], [1.60152, 1.71216, -1.58173], [1.47155, 2.43009, -0.92260], [1.11853, 0.20758, 3.62388], [0.33375, 1.09262, 2.72489], [0.24378, 0.35505, 3.37425], [-1.74060, 1.59832, -0.54633], [-2.32939, 2.82520, -0.03117], [-1.55208, 2.44241, -0.21348], [0.80360, 0.01153, -2.99599], [2.35755, -0.02762, -3.03958], [1.59532, 0.54053, -2.83078]]
}

=====

{
  "formula": "C4H25N2O10",
  "method": "ωB97M-V/def2-TZVPD",
  "homo_lumo_gap_ev": 8.65,
  "charge": -1,
  "relative_energy_ev": 5.550,
  "e_homo_ev": -5.79,
  "symbols": ["C", "N", "C", "O", "C", "N", "C", "O", "H", "H", "H", "H", "H", "H", "H", "H", "H", "H", "H", "O", "H", "H", "O", "H", "H", "O", "H", "H", "O", "H", "H", "O", "H", "H", "O", "H", "H", "O", "H", "H", "O"],
  "coordinates": [[0.21214, 0.73093, -2.30289], [1.06827, -0.42389, -2.69613], [2.36202, -0.42324, -1.65289], [2.92455, 0.74680, -1.42939], [-0.30868, 0.58025, -0.85432], [-1.12379, 1.72919, -0.71799], [-0.48271, 2.79722, 0.00943], [-1.20580, 3.74243, 0.31081], [0.65061, 1.79963, -2.41153], [-0.87778, 0.57688, -2.80384], [1.39761, -0.01055, -3.61965], [3.08595, -1.17827, -2.24093], [2.13664, -0.75645, -0.61664], [0.39925, 0.79276, -0.15839], [-0.89047, -0.28255, -0.56033], [-2.17995, 1.75306, -0.88210], [0.55377, 2.72886, 0.43574], [-2.03471, -1.79965, -2.18544], [-3.12534, -2.37558, -1.53843], [-2.96629, -1.75206, -2.14793], [-1.57832, -2.94486, 1.36146], [-1.46788, -4.31422, 0.59604], [-1.96327, -3.52966, 0.70275], [-2.03613, 1.23582, 2.61864], [-1.56237, 2.68004, 3.26345], [-2.16105, 1.95547, 3.26889], [-0.13726, -1.85400, 1.80199], [-0.52338, -1.39339, 3.21217], [-0.77934, -2.10227, 2.58577], [0.57005, -2.42601, -1.90677], [-0.29550, -3.03296, -0.85604], [0.19558, -3.27135, -1.61374], [2.65198, 1.16500, -0.29296], [3.14609, 2.06720, 0.79079], [2.43292, 1.55328, 0.84476], [1.91676, -0.53189, 1.47157], [2.10959, -1.73104, 0.71586], [1.44697, -1.37390, 1.42025], [0.39546, 1.08026, 3.37761], [1.19169, 1.50307, 2.03347], [0.35018, 1.03135, 2.44495]]
}

=====

The records above give, respectively, total energy values of -46172.5161; -46167.8562; -46173.0723; -29143.1916; -20907.2010; -28008.0447 eV.